The following is a quantum chemistry calculation of C5H7AgO3 as an isolated structure in a non-equilibrium geometry, from the OMol25 dataset.

energy above the lowest of the compared OMol25 structures with the same formula, charge and spin: 142.0 kJ/mol
2S+1: 2
net charge: +1
molar mass: 222.98 g mol⁻¹
orbital gap (alpha / beta): 0.208 / 0.278 hartree

Last column: Löwdin spin population.
Atoms and positions in Å:
H1 -1.53 0.11 1.88  0.004
H2 -2.59 -0.74 -0.97  0.022
H3 -2.79 0.90 -0.08  -0.001
O1 2.01 0.15 -0.98  -0.007
Ag1 5.29 0.34 -0.82  0.000
H4 0.30 -1.51 -0.11  0.001
C1 -1.40 -0.63 1.08  0.137
C2 2.13 0.17 0.27  0.002
O2 0.89 0.07 1.00  0.049
H5 -0.79 1.68 -1.02  0.029
O3 3.07 0.59 0.92  0.002
C3 -0.90 0.59 -1.03  0.607
H6 -1.87 -1.62 1.18  0.010
C4 -2.13 0.11 -0.46  0.095
H7 0.37 0.45 -1.37  0.010
C5 -0.07 -0.68 0.50  0.041


The following is a quantum chemistry calculation of an isolated ion of composition C5H7BBr2N5O2S and charge +1 in a non-equilibrium geometry, from the OMol25 dataset.

net charge: +1
molar mass: 371.83 g mol⁻¹
orbital gap: 0.316 hartree

Last column: Mulliken charge in e.
Atoms and positions in Å:
C1 1.25 -0.91 0.64  -0.196
N1 -1.19 -0.27 0.35  0.348
N2 -2.28 -0.98 0.07  0.921
C2 1.77 0.20 -0.28  -0.047
N3 -3.56 -0.43 -0.10  -0.817
H1 3.38 1.10 0.76  0.365
Br1 2.23 -2.57 0.33  0.030
O1 -0.90 2.08 -0.48  -0.464
H2 3.86 -0.39 -0.11  0.333
C3 -3.84 -0.32 -1.32  0.755
H3 1.23 1.12 -0.10  0.248
H4 -1.69 2.22 -1.02  0.305
N4 -0.73 -2.38 0.19  -0.137
N5 -2.02 -2.24 -0.01  -0.639
C4 -0.21 -1.18 0.40  0.009
B1 -1.07 1.25 0.57  0.738
H5 1.44 -0.69 1.68  0.475
H6 -0.50 1.31 2.43  0.361
H7 3.55 1.11 -0.97  0.426
O2 -1.13 1.72 1.83  -0.498
S1 -4.19 -0.17 -2.78  -0.203
Br2 1.29 -0.27 -2.13  -0.014
C5 3.24 0.49 -0.13  -1.299


The following is a quantum chemistry calculation of an isolated molecule of C5H7BS in a non-equilibrium geometry, from the OMol25 dataset.

energy above the lowest of the compared OMol25 structures with the same formula, charge and spin: 0.0 kJ/mol
net charge: 0
molar mass: 109.99 g mol⁻¹
orbital gap: 0.304 hartree

Last column: Mulliken charge in e.
Atoms and positions in Å:
S1 0.09 2.84 1.44  -0.343
B1 -0.26 1.22 0.52  0.175
H1 -2.67 -1.45 0.07  0.295
C1 -1.74 -0.81 0.00  -0.191
H2 1.45 -1.28 -1.28  0.232
H3 -2.52 1.02 0.75  0.210
C2 -0.63 -1.47 -0.57  -0.466
H4 1.78 0.85 -0.61  0.507
H5 1.62 0.25 0.95  0.303
H6 1.29 2.92 0.69  0.117
C3 0.63 -0.85 -0.62  -0.214
C4 -1.58 0.47 0.39  -0.312
C5 1.03 0.44 0.01  -0.769
H7 -0.84 -2.31 -1.07  0.458


The following is a quantum chemistry calculation of an isolated molecule of C5H7Br in a non-equilibrium geometry, from the OMol25 dataset.

energy above the lowest of the compared OMol25 structures with the same formula, charge and spin: 259.4 kJ/mol
net charge: 0
molar mass: 147.02 g mol⁻¹
orbital gap: 0.348 hartree

Last column: Mulliken charge in e.
Atoms and positions in Å:
C1 0.49 0.52 0.41  0.581
H1 -0.98 1.28 1.79  0.287
H2 -1.95 -0.78 -1.33  0.320
Br1 3.06 -0.43 -1.54  -0.235
H3 -0.35 -1.84 -1.70  0.232
C2 0.09 0.97 1.77  -0.950
H4 0.79 1.87 2.23  0.266
C3 -0.95 -1.14 -1.01  -0.974
H5 0.24 0.12 2.54  0.260
H6 -1.08 -1.78 -0.06  0.294
H7 -0.47 0.96 -1.56  0.312
C4 -0.14 0.07 -0.96  0.008
C5 1.25 0.18 -0.58  -0.400


The following is a quantum chemistry calculation of C5H7Br as an isolated structure in a non-equilibrium geometry, from the OMol25 dataset.

energy above the lowest of the compared OMol25 structures with the same formula, charge and spin: 246.2 kJ/mol
net charge: 0
molar mass: 147.02 g mol⁻¹
orbital gap: 0.280 hartree

Last column: Mulliken charge in e.
Atoms and positions in Å:
C1 0.32 -1.21 -0.78  -0.477
C2 -0.09 -0.23 0.18  0.103
C3 0.29 2.13 -0.27  -0.598
H1 0.05 1.94 -1.25  0.330
H2 1.03 -1.83 1.28  0.264
C4 0.14 1.14 0.57  -0.230
Br1 -2.67 0.02 -0.20  -0.348
H3 -0.38 -1.47 -1.48  0.253
H4 0.15 3.15 0.09  0.291
H5 -0.65 -2.17 0.90  0.248
H6 1.25 -1.00 -1.28  0.229
H7 0.41 1.13 1.55  0.384
C5 0.16 -1.59 0.69  -0.448


The following is a quantum chemistry calculation of an isolated ion of composition C5H7Br2ClN3 and charge +1 in a non-equilibrium geometry, from the OMol25 dataset.

net charge: +1
molar mass: 304.39 g mol⁻¹
orbital gap: 0.297 hartree

Last column: Mulliken charge in e.
Atoms and positions in Å:
N1 -1.07 -0.32 -0.36  0.040
H1 -1.19 1.50 2.14  0.231
Cl1 1.26 1.95 0.38  -0.094
N2 -0.49 -0.41 1.87  -0.119
C1 1.50 0.02 -1.42  -0.361
H2 2.48 0.17 -1.85  0.463
H3 -1.91 -0.04 0.19  0.410
C2 1.37 0.18 0.05  0.386
C3 -0.89 -0.15 -1.63  -0.110
H4 0.24 -0.36 2.57  0.269
C4 -0.01 -0.63 0.55  -0.549
C5 0.42 -0.19 -2.21  -0.118
Br1 0.55 -0.33 -4.09  -0.066
H5 -2.17 0.28 2.67  0.226
Br2 2.89 -0.60 1.01  0.024
N3 -1.52 0.56 1.94  -0.553
H6 -1.75 0.06 -2.26  0.481
H7 0.29 -1.69 0.44  0.442


The following is a quantum chemistry calculation of C5H7BrClF2NO2S as an isolated structure in a non-equilibrium geometry, from the OMol25 dataset.

energy above the lowest of the compared OMol25 structures with the same formula, charge and spin: 0.0 kJ/mol
net charge: 0
molar mass: 298.54 g mol⁻¹
orbital gap: 0.391 hartree

Last column: Mulliken charge in e.
Atoms and positions in Å:
S1 2.30 -1.58 -1.73  -0.146
C1 -1.62 -0.29 0.22  0.417
H1 0.48 -1.79 -0.18  0.317
O1 2.86 1.20 -0.38  -0.457
H2 -2.99 0.40 1.72  0.421
H3 3.38 -0.91 -1.31  0.156
H4 2.77 0.58 -1.15  0.231
H5 -0.74 1.01 1.21  0.267
Br1 -4.35 -1.00 0.14  -0.068
F1 -1.78 -1.00 -0.86  -0.268
C2 1.31 -1.00 -0.23  -0.850
F2 -1.35 -1.49 1.30  -0.447
O2 1.59 2.08 1.21  -0.564
Cl1 -3.36 1.80 -0.14  -0.130
C3 1.74 1.34 0.29  0.669
N1 -0.60 0.54 0.29  -0.107
C4 -2.97 0.24 0.64  -0.167
C5 0.74 0.45 -0.34  0.134
H6 0.51 0.60 -1.40  0.282
H7 2.08 -1.17 0.66  0.310


The following is a quantum chemistry calculation of an isolated molecule of C5H7BrClFN2O2S in a non-equilibrium geometry, from the OMol25 dataset.

energy above the lowest of the compared OMol25 structures with the same formula, charge and spin: 0.0 kJ/mol
net charge: 0
molar mass: 293.54 g mol⁻¹
orbital gap: 0.286 hartree

Last column: Mulliken charge in e.
Atoms and positions in Å:
Cl1 3.16 2.05 3.14  -0.118
C1 -0.05 -0.44 1.03  -0.361
S1 0.31 3.41 3.72  0.321
O1 0.00 -1.13 -0.16  -0.434
Br1 0.67 1.73 5.38  -0.188
H1 1.10 0.95 0.15  0.381
C2 -0.61 -0.65 -1.39  -0.606
C3 -1.35 3.01 1.75  0.593
H2 -0.19 -1.13 -2.17  0.325
C4 1.50 2.38 2.44  0.318
N1 -0.84 3.71 2.74  -0.430
H3 -0.88 0.17 1.03  0.422
F1 1.72 3.18 1.33  -0.241
O2 0.86 1.27 2.26  0.064
N2 -2.05 2.46 1.02  -0.444
H4 0.04 -1.22 1.73  0.247
H5 1.98 -0.09 1.08  0.377
C5 1.13 0.52 1.08  -0.685
H6 -0.21 0.47 -1.46  0.230
H7 -1.74 -0.62 -1.40  0.228


The following is a quantum chemistry calculation of a 2-piece molecular cluster, C5H7BrClO6P overall in a non-equilibrium geometry, from the OMol25 dataset.

net charge: -2
molar mass: 309.44 g mol⁻¹
orbital gap: 0.088 hartree

Last column: Mulliken charge in e.
Atoms and positions in Å:
O1 -0.16 -0.60 -5.10  -0.955
C1 1.04 -0.67 1.80  0.009
Br1 -3.26 1.10 0.93  -0.195
P1 -1.64 0.60 2.43  0.138
C2 -0.74 -0.56 -2.74  -0.570
H1 1.19 -0.02 -3.59  -0.016
H2 -2.34 -1.00 3.83  0.324
O2 0.79 1.63 2.25  -0.309
O3 -1.89 -1.02 2.95  -0.497
H3 -0.05 1.14 -3.92  0.096
O4 1.95 -0.28 2.86  -0.348
C3 2.06 1.13 2.66  0.591
O5 3.02 1.90 2.76  -0.544
H4 -0.55 -1.65 -2.76  0.191
H5 -1.79 -0.51 -3.09  0.172
O6 -0.45 0.09 -1.59  -0.640
C4 0.13 0.04 -3.94  -0.124
H6 -0.04 0.62 0.44  0.233
H7 0.58 -1.70 1.94  0.362
C5 0.06 0.57 1.58  0.224
Cl1 2.07 -0.79 0.30  -0.142


The following is a quantum chemistry calculation of an isolated molecule of C5H7BrN2 in a non-equilibrium geometry, from the OMol25 dataset.

energy above the lowest of the compared OMol25 structures with the same formula, charge and spin: 296.7 kJ/mol
net charge: 0
molar mass: 175.03 g mol⁻¹
orbital gap: 0.352 hartree

Last column: Mulliken charge in e.
Atoms and positions in Å:
N1 -1.44 -1.03 -0.25  -0.284
H1 -2.72 0.31 0.95  0.252
H2 1.13 -2.37 1.16  0.343
H3 1.95 0.06 1.19  0.410
C1 0.92 0.62 -0.64  -0.341
Br1 -0.22 2.87 -1.76  -0.147
C2 1.44 -0.44 0.40  -0.692
N2 -0.73 -1.68 0.52  -0.217
C3 0.67 1.90 -0.43  -0.198
H4 0.77 2.18 0.67  0.321
H5 2.17 -1.04 -0.09  0.282
H6 -2.94 0.23 -0.94  0.251
H7 0.93 0.20 -1.56  0.421
C4 0.50 -1.59 0.81  -0.082
C5 -2.43 -0.23 -0.03  -0.319


The following is a quantum chemistry calculation of C5H7BrN2 as an isolated structure in a non-equilibrium geometry, from the OMol25 dataset.

energy above the lowest of the compared OMol25 structures with the same formula, charge and spin: 227.2 kJ/mol
net charge: 0
molar mass: 175.03 g mol⁻¹
orbital gap: 0.329 hartree

Last column: Mulliken charge in e.
Atoms and positions in Å:
H1 -0.36 0.97 1.42  0.325
H2 -0.14 1.79 -1.25  0.278
C1 -0.76 2.07 -0.35  -0.926
H3 -1.64 -1.92 0.07  0.371
H4 2.34 -2.81 -0.07  0.365
C2 -0.61 -1.67 -0.02  0.067
C3 1.64 -0.71 -0.12  -0.109
H5 -0.30 2.70 0.27  0.290
H6 -1.76 2.52 -0.60  0.290
C4 -0.89 0.80 0.55  -0.541
N1 0.32 -2.59 -0.19  -0.630
N2 -0.28 -0.41 0.00  -0.133
Br1 2.76 0.70 -0.40  -0.061
C5 1.55 -2.04 -0.22  -0.072
H7 -1.87 0.61 0.93  0.487


The following is a quantum chemistry calculation of an isolated molecule of C5H7BrN2O4 in a non-equilibrium geometry, from the OMol25 dataset.

energy above the lowest of the compared OMol25 structures with the same formula, charge and spin: 604.4 kJ/mol
net charge: 0
molar mass: 239.03 g mol⁻¹
orbital gap (alpha / beta): 0.289 / 0.289 hartree

Last column: Mulliken charge in e.
Atoms and positions in Å:
N1 0.77 -0.65 0.33  0.626
O1 -0.81 -0.59 -2.36  -0.579
C1 -1.47 0.17 0.38  -0.626
H1 2.33 1.23 0.91  0.245
H2 2.23 2.18 -0.75  0.292
H3 -1.94 -1.89 1.59  0.359
C2 -0.82 -1.96 1.55  -1.397
C3 -0.47 -0.84 0.71  0.853
C4 2.26 1.19 -0.18  -0.635
H4 3.01 0.58 -0.60  0.282
O2 -0.47 1.55 -2.75  -0.558
O3 1.83 -1.20 0.66  -0.705
H5 -0.30 -2.85 1.20  0.341
H6 -0.33 -1.98 2.54  0.310
C5 -1.37 0.94 -0.74  0.061
N2 -0.78 0.61 -2.05  1.066
Br1 -2.49 2.43 -1.15  -0.103
H7 -2.10 0.50 1.14  0.469
O4 0.94 0.57 -0.43  -0.302


The following is a quantum chemistry calculation of C5H7CeO4 as an isolated structure in a non-equilibrium geometry, from the OMol25 dataset.

energy above the lowest of the compared OMol25 structures with the same formula, charge and spin: 0.0 kJ/mol
2S+1: 2
net charge: +2
molar mass: 271.22 g mol⁻¹
orbital gap (alpha / beta): 0.304 / 0.309 hartree

Last column: Löwdin spin population.
Atoms and positions in Å:
O1 -0.10 2.85 -0.92  -0.001
H1 2.49 -0.29 1.93  0.000
O2 -1.32 1.28 0.10  -0.006
C1 1.58 -1.36 -1.16  -0.002
C2 2.77 -1.18 -0.08  -0.001
H2 -0.78 3.44 -0.55  0.000
C3 0.44 -0.62 -0.55  -0.012
O3 0.64 0.83 -0.90  -0.002
H3 3.28 -0.24 -0.31  0.000
H4 1.85 -0.98 -2.15  0.000
H5 1.32 -2.42 -1.24  0.000
H6 3.51 -1.99 -0.08  0.000
Ce1 -1.74 -0.79 0.65  1.028
C4 2.05 -1.04 1.26  -0.001
O4 0.70 -0.69 0.95  -0.004
H7 2.12 -2.14 1.56  0.000
C5 -0.31 1.62 -0.55  -0.001


The following is a quantum chemistry calculation of an isolated molecule of C5H7Cl in a non-equilibrium geometry, from the OMol25 dataset.

energy above the lowest of the compared OMol25 structures with the same formula, charge and spin: 139.7 kJ/mol
net charge: 0
molar mass: 102.56 g mol⁻¹
orbital gap: 0.363 hartree

Last column: Mulliken charge in e.
Atoms and positions in Å:
H1 0.75 -2.39 -0.46  0.215
C1 -0.58 1.11 0.44  0.280
C2 -1.55 0.41 1.00  -0.921
H2 -1.91 -0.43 0.53  0.386
H3 1.17 -0.38 -2.11  0.389
H4 -2.00 0.82 1.91  0.259
C3 0.83 -0.33 -1.10  -0.156
C4 0.12 0.76 -0.81  -0.286
Cl1 -0.45 2.75 0.95  -0.216
H5 -0.03 1.52 -1.56  0.313
H6 0.37 -1.09 0.95  0.255
H7 2.19 -1.40 0.27  0.293
C5 1.09 -1.35 0.00  -0.810


The following is a quantum chemistry calculation of an isolated molecule of C5H7Cl in a non-equilibrium geometry, from the OMol25 dataset.

energy above the lowest of the compared OMol25 structures with the same formula, charge and spin: 64.5 kJ/mol
net charge: 0
molar mass: 102.56 g mol⁻¹
orbital gap: 0.360 hartree

Last column: Mulliken charge in e.
Atoms and positions in Å:
C1 -1.97 -0.65 -0.09  -0.682
H1 -2.36 1.37 -0.71  0.300
Cl1 2.13 -0.01 -0.01  -0.197
H2 -2.27 -0.95 -1.02  0.281
H3 -2.37 1.13 0.98  0.198
C2 -1.81 0.85 0.04  -0.499
H4 -0.50 -1.65 1.01  0.232
H5 -0.39 -1.89 -0.81  0.264
H6 0.04 2.14 -0.14  0.361
C3 -0.53 -1.17 0.05  -0.403
C4 -0.41 1.14 -0.02  -0.333
C5 0.42 0.03 0.06  0.152
H7 -2.54 -1.15 0.68  0.327


The following is a quantum chemistry calculation of a 3-piece molecular cluster, C5H7Cl2F overall in a non-equilibrium geometry, from the OMol25 dataset.

energy above the lowest of the compared OMol25 structures with the same formula, charge and spin: 650.6 kJ/mol
net charge: 0
molar mass: 157.01 g mol⁻¹
orbital gap: 0.353 hartree

Last column: Mulliken charge in e.
Atoms and positions in Å:
H1 0.06 -0.83 1.93  0.303
H2 1.60 1.09 0.04  0.196
H3 -0.41 -1.85 0.40  0.322
H4 -0.16 1.93 1.22  0.254
C1 0.16 1.62 0.03  -0.711
C2 0.10 -0.88 0.80  -0.413
C3 -0.71 0.28 0.20  -0.187
C4 -1.67 0.13 -0.74  0.479
H5 -0.20 2.52 -1.13  0.270
C5 1.39 -0.83 0.11  -0.660
Cl1 1.12 -0.83 -1.79  -0.139
H6 1.55 -1.99 0.28  0.354
H7 2.38 -0.22 0.60  0.380
Cl2 -3.00 -1.22 -0.49  -0.236
F1 -2.22 1.09 -1.47  -0.214